Entry 1:
This record from the Open Molecules 2025 dataset describes C5H8N2 in the gas phase. The level of theory is ωB97M-V with the def2-TZVPD basis set.

Positions of all 15 atoms, in Å:
C  1.507  -0.511  -0.155
N  1.427  0.780  0.182
N  0.191  1.526  0.130
C  -0.751  0.482  -0.420
C  -1.885  0.003  -0.064
C  -0.667  -0.675  0.600
C  0.385  -1.517  -0.080
H  2.531  -0.627  -0.404
H  0.223  2.317  -0.396
H  -0.624  0.141  -1.417
H  -2.848  0.049  0.744
H  -2.526  -0.423  -0.858
H  -0.540  -0.284  1.621
H  0.906  -2.303  0.517
H  0.022  -1.708  -1.277

As for the SMILES: C1=NN[C@@H]2C[C@H]2C1. The spin multiplicity is 1. The HOMO-LUMO gap is 0.35200 Eh. As for the total energy: -8287.9565 eV. The HOMO energy comes out at -8.626 eV.


Entry 2:
This record from the Open Molecules 2025 dataset describes a molecular structure, C27H18Cl2MoN3O5S. The level of theory is ωB97M-V with the def2-TZVPD basis set.

Positions of all 57 atoms, in Å:
Mo  0.511  0.215  -0.421
O  0.370  2.102  3.731
C  1.697  1.864  4.017
C  2.013  2.036  5.354
C  3.342  1.922  5.724
C  4.371  1.616  4.798
C  3.962  1.315  3.503
C  2.640  1.461  3.074
C  2.314  1.163  1.637
O  0.986  1.097  1.304
N  3.225  0.941  0.756
N  2.613  0.639  -0.437
C  3.464  0.623  -1.414
C  3.076  0.433  -2.732
C  4.102  0.235  -3.663
C  3.817  0.007  -4.961
C  2.464  -0.004  -5.338
C  1.405  0.199  -4.442
C  1.733  0.398  -3.107
O  0.705  0.636  -2.203
H  0.180  1.796  2.838
H  1.188  2.257  6.022
H  3.477  2.128  6.775
H  5.387  1.630  5.130
H  4.639  1.008  2.727
H  4.474  0.746  -1.067
H  5.151  0.354  -3.340
H  4.513  -0.107  -5.767
H  2.238  -0.062  -6.382
H  0.426  0.203  -4.792
O  -5.717  -4.369  -0.813
C  -4.636  -4.830  -0.115
O  -4.782  -5.761  0.604
C  -3.328  -4.122  -0.294
C  -2.952  -3.313  -1.363
C  -1.761  -2.627  -1.342
C  -0.883  -2.844  -0.272
S  0.715  -2.055  -0.285
C  -1.172  -3.680  0.780
C  -2.407  -4.315  0.778
H  -5.445  -3.600  -1.352
H  -3.644  -3.156  -2.202
H  -1.536  -1.957  -2.120
H  -0.435  -3.893  1.553
H  -2.751  -4.996  1.550
Cl  -3.707  -0.766  0.537
C  -3.503  0.902  0.086
C  -4.595  1.753  0.165
C  -4.483  3.095  -0.164
C  -3.269  3.613  -0.543
C  -2.159  2.759  -0.616
Cl  -0.602  3.475  -1.004
C  -2.275  1.384  -0.338
N  -1.160  0.592  -0.336
H  -5.568  1.397  0.441
H  -5.329  3.768  0.002
H  -3.099  4.697  -0.661

The net charge is +1. The spin multiplicity is 1. The HOMO-LUMO gap is 0.22209 Eh. As for the total energy: -80729.6786 eV. The HOMO energy comes out at -10.969 eV.


Entry 3:
This record from the Open Molecules 2025 dataset describes 2 unconnected molecules or ions with the total composition C5H7F. The level of theory is ωB97M-V with the def2-TZVPD basis set.

Positions of all 13 atoms, in Å:
C  -0.067  -1.456  -1.145
C  -0.256  -0.265  -1.262
C  0.004  -0.947  2.180
C  -0.059  0.231  1.643
C  -0.234  1.105  -1.754
F  -1.282  0.778  1.435
H  0.092  -2.432  -0.829
H  -0.903  -1.349  2.242
H  0.974  -1.287  2.329
H  0.879  0.855  1.389
H  -0.422  1.216  -2.765
H  0.762  1.522  -1.714
H  -0.855  1.889  -1.369

The spin multiplicity is 3. The HOMO-LUMO gap (alpha / beta) is 0.22625 / 0.29328 Eh. As for the total energy: -8007.4085 eV. The HOMO energy (alpha / beta) comes out at -5.100 / -10.037 eV.